No. 1
{
  "formula": "C27H28BrCrN3O2P2",
  "method": "the ωB97M-V functional and the def2-TZVPD basis",
  "elements": ["Cr", "Br", "C", "C", "C", "C", "C", "N", "C", "O", "O", "H", "H", "H", "C", "P", "C", "C", "C", "C", "C", "C", "C", "P", "C", "C", "H", "H", "H", "H", "H", "H", "H", "H", "H", "H", "H", "H", "H", "H", "H", "H", "N", "C", "C", "C", "N", "H", "H", "H", "H", "C", "C", "C", "C", "C", "C", "C", "C", "H", "H", "H", "H", "H"],
  "positions_angstrom": [[-0.870, -0.348, -0.341], [0.544, -2.517, 2.267], [-0.970, -3.095, 1.422], [-1.570, -4.228, 1.819], [-2.735, -4.595, 1.191], [-3.259, -3.862, 0.154], [-2.599, -2.739, -0.191], [-1.436, -2.346, 0.410], [-3.083, -1.849, -1.288], [-4.147, -2.160, -1.772], [-2.260, -0.900, -1.581], [-1.178, -4.840, 2.599], [-3.281, -5.454, 1.501], [-4.170, -4.158, -0.392], [2.247, -1.423, -0.737], [0.731, -1.298, -1.731], [0.445, -2.945, -2.527], [1.216, -0.052, -2.905], [2.145, -0.434, -3.899], [2.948, 0.544, -4.515], [2.776, 1.873, -4.237], [1.743, 2.262, -3.388], [1.000, 1.282, -2.684], [-0.252, 1.774, -1.531], [-1.313, 2.833, -2.517], [0.496, 3.027, -0.478], [3.030, -2.071, -1.311], [2.032, -1.960, 0.161], [2.600, -0.407, -0.493], [1.380, -3.403, -2.846], [-0.296, -2.861, -3.281], [-0.003, -3.575, -1.714], [2.246, -1.504, -4.191], [3.643, 0.166, -5.257], [3.326, 2.582, -4.835], [1.567, 3.329, -3.261], [-0.928, 3.776, -2.815], [-2.207, 2.997, -1.898], [-1.592, 2.177, -3.387], [0.659, 3.916, -1.045], [1.526, 2.644, -0.237], [-0.016, 3.025, 0.439], [-3.711, 0.935, 0.154], [-4.629, 1.101, 1.069], [-4.004, 1.173, 2.302], [-2.636, 1.000, 1.997], [-2.460, 0.811, 0.707], [-3.823, 0.724, -0.818], [-5.658, 1.199, 0.753], [-4.475, 1.458, 3.228], [-1.794, 0.974, 2.684], [0.369, 0.412, 0.999], [0.994, 0.935, 1.893], [1.784, 1.273, 3.014], [1.808, 2.410, 3.776], [2.725, 2.619, 4.780], [3.613, 1.606, 5.118], [3.726, 0.487, 4.290], [2.781, 0.303, 3.267], [1.039, 3.126, 3.513], [2.733, 3.489, 5.463], [4.293, 1.748, 6.001], [4.443, -0.328, 4.462], [2.749, -0.640, 2.673]],
  "mulliken_charge": [-0.3930, -0.0632, -0.1018, -0.6800, -0.4844, -0.8088, 0.4912, 0.8805, 0.1171, -0.6833, -0.6162, 0.5437, 0.4664, 0.5243, -1.1472, 1.9401, -1.4133, 0.1711, -0.7188, -0.5116, -0.9420, -0.6761, -0.2637, 1.8774, -1.4369, -1.6726, 0.4486, 0.2019, 0.3394, 0.5274, 0.4350, 0.3451, 0.3301, 0.4116, 0.3939, 0.3124, 0.5050, 0.4421, 0.4076, 0.6546, 0.3361, 0.4269, -0.3080, -0.1393, -1.1586, -0.1207, 0.4270, 0.1738, 0.4670, 0.4339, 0.4293, -0.5075, 0.7942, -0.0088, -0.0351, -0.7246, -0.3336, -0.6734, -0.2929, 0.4549, 0.3259, 0.3378, 0.3559, 0.1860],
  "homo_lumo_gap_ev": [7.805, 7.688],
  "s_squared": 3.81,
  "energy_ev": -154054.8149,
  "spin_multiplicity": 4,
  "total_charge": 1,
  "lumo_ev": [-2.754, -3.079]
}

No. 2
{
  "formula": "C3H28B4CrO3",
  "method": "the ωB97M-V functional and the def2-TZVPD basis",
  "elements": ["Cr", "B", "H", "H", "H", "H", "B", "H", "H", "H", "H", "B", "H", "H", "H", "H", "B", "H", "H", "H", "H", "C", "O", "H", "H", "H", "H", "C", "O", "H", "H", "H", "H", "C", "O", "H", "H", "H", "H"],
  "positions_angstrom": [[-12.134, -15.886, 29.918], [-10.650, -14.842, 28.798], [-9.930, -14.337, 28.173], [-10.897, -15.814, 28.400], [-10.224, -15.061, 29.764], [-11.594, -14.345, 28.960], [-11.517, -17.848, 30.199], [-10.997, -18.790, 30.287], [-10.734, -17.153, 30.462], [-11.788, -17.596, 29.186], [-12.313, -17.635, 30.895], [-13.982, -15.912, 28.828], [-14.875, -16.029, 28.232], [-13.099, -16.120, 28.244], [-13.920, -14.884, 29.148], [-13.960, -16.556, 29.693], [-12.384, -14.870, 31.670], [-13.148, -15.621, 31.544], [-12.532, -14.199, 30.839], [-12.418, -14.451, 32.664], [-11.406, -15.315, 31.569], [-8.614, -16.421, 32.939], [-7.171, -16.465, 33.074], [-8.981, -15.507, 33.407], [-9.007, -16.590, 31.936], [-9.046, -17.182, 33.589], [-6.886, -17.198, 32.524], [-10.308, -20.777, 27.801], [-10.650, -20.915, 29.191], [-11.264, -20.505, 27.353], [-9.564, -19.990, 27.674], [-10.058, -21.748, 27.374], [-10.754, -20.037, 29.564], [-15.313, -19.246, 29.752], [-16.049, -18.248, 29.036], [-15.981, -19.946, 30.255], [-14.668, -19.818, 29.084], [-14.773, -18.882, 30.625], [-15.574, -17.415, 29.007]],
  "mulliken_charge": [-1.1879, 0.2434, -0.1204, 0.0343, -0.1016, 0.1154, 0.3188, -0.3081, 0.1768, 0.2195, 0.0943, 0.3905, -0.1292, 0.1397, -0.0187, 0.1150, 0.1229, -0.1388, 0.0772, -0.1209, 0.0617, -0.3306, -0.5413, 0.2524, -0.0229, 0.3037, 0.3002, -0.5687, -0.6276, 0.2146, 0.2332, 0.2527, 0.0871, -0.4284, -0.2420, 0.3297, 0.3137, 0.2179, 0.2725],
  "homo_lumo_gap_ev": [8.393, 2.670],
  "s_squared": 6.03,
  "energy_ev": -40817.6000,
  "spin_multiplicity": 5,
  "lumo_ev": [-1.224, -7.386]
}

No. 3
{
  "formula": "CH2INO2",
  "method": "the ωB97M-V functional and the def2-TZVPD basis",
  "elements": ["C", "N", "O", "O", "I", "H", "H"],
  "positions_angstrom": [[1.189, -0.644, -0.508], [-1.856, 0.250, 0.449], [1.600, -1.382, -1.370], [-0.537, 0.305, 0.131], [2.239, 0.736, 0.636], [-1.953, -0.090, 1.366], [-0.682, 0.825, -0.704]],
  "mulliken_charge": [0.2754, -0.4009, -0.3337, -0.2410, 0.0575, 0.2224, 0.4203],
  "homo_lumo_gap_ev": [8.577, 7.946],
  "energy_ev": -14749.5230,
  "lumo_ev": [-0.950, -0.173]
}

No. 4
{
  "formula": "C14H14BiI2N4O4STe",
  "method": "the ωB97M-V functional and the def2-TZVPD basis",
  "elements": ["Bi", "I", "C", "C", "C", "I", "C", "O", "C", "C", "N", "C", "C", "C", "C", "C", "C", "N", "C", "H", "H", "H", "H", "H", "H", "H", "H", "H", "H", "H", "O", "N", "Te", "O", "S", "N", "C", "O", "H", "H", "H"],
  "positions_angstrom": [[-1.492, -0.252, -1.061], [6.044, 0.693, -2.063], [4.071, 0.002, -1.994], [3.350, -0.127, -3.168], [2.041, -0.582, -3.107], [0.932, -0.773, -4.861], [1.425, -0.923, -1.893], [0.193, -1.392, -1.855], [2.190, -0.780, -0.714], [1.526, -1.115, 0.594], [0.464, -0.158, 0.896], [0.974, 1.110, 1.387], [-0.155, 2.014, 1.805], [-0.303, 2.425, 3.124], [-1.364, 3.248, 3.457], [-2.249, 3.634, 2.464], [-2.025, 3.173, 1.177], [-1.002, 2.392, 0.847], [3.494, -0.320, -0.773], [3.792, 0.123, -4.122], [1.067, -2.101, 0.524], [2.279, -1.148, 1.394], [-0.227, -0.538, 1.583], [1.649, 0.959, 2.243], [1.556, 1.609, 0.605], [0.392, 2.078, 3.877], [-1.506, 3.572, 4.481], [-3.102, 4.264, 2.678], [-2.701, 3.436, 0.371], [4.061, -0.219, 0.144], [-1.356, -2.578, 2.320], [-1.563, -1.182, 2.540], [-3.347, -0.920, 1.683], [-2.325, -4.314, 0.845], [-1.488, -3.129, 0.685], [-2.345, -1.890, 0.056], [-2.591, -2.106, -3.242], [-2.559, -0.779, -2.773], [-3.225, -2.742, -2.617], [-1.588, -2.549, -3.273], [-2.987, -2.115, -4.263]],
  "mulliken_charge": [1.5259, 0.0120, -0.2486, -0.3655, -0.2561, 0.0211, 0.1656, -0.6496, 0.6383, -0.8611, -0.1210, -0.9012, 0.4490, -0.6061, -0.3654, -0.4908, -0.2123, -0.2246, -0.4875, 0.3382, 0.1986, 0.4876, 0.4528, 0.2953, 0.4160, 0.3324, 0.3974, 0.3745, 0.3760, 0.3853, -0.3004, -0.6219, 0.1538, -0.5949, 0.6253, -0.7753, -0.5648, -0.6925, 0.2367, 0.2009, 0.2569],
  "homo_lumo_gap_ev": 6.226,
  "energy_ev": -69063.7128,
  "total_charge": -1,
  "lumo_ev": 2.080
}

No. 5
{
  "formula": "C5H12NS",
  "method": "the ωB97M-V functional and the def2-TZVPD basis",
  "elements": ["C", "N", "C", "C", "S", "C", "C", "H", "H", "H", "H", "H", "H", "H", "H", "H", "H", "H", "H"],
  "positions_angstrom": [[0.377, 0.642, 0.027], [-0.002, -0.335, 1.127], [-1.479, -0.818, 0.977], [-2.413, 0.286, 0.529], [-4.078, -0.299, 0.298], [1.903, 0.561, -0.389], [2.103, -0.473, -1.594], [0.015, 1.633, 0.312], [-0.205, 0.352, -0.881], [0.237, 0.143, 1.980], [-1.824, -1.140, 2.074], [-1.364, -1.619, 0.278], [-2.316, 1.107, 1.213], [-2.205, 0.708, -0.459], [2.328, 0.046, 0.544], [2.374, 1.556, -0.484], [1.951, -0.103, -2.594], [3.099, -0.863, -1.666], [1.499, -1.383, -1.293]],
  "mulliken_charge": [-0.7227, -0.4564, -0.4393, -0.5867, -0.6595, -0.3420, -1.1438, 0.4116, 0.3425, 0.2570, 0.2496, 0.2529, 0.2189, 0.1466, 0.2077, 0.3164, 0.3036, 0.3779, 0.2656],
  "homo_lumo_gap_ev": 5.702,
  "energy_ev": -17704.4384,
  "total_charge": -1,
  "lumo_ev": 3.510,
  "smiles": "CCCNCC[S-]"
}

No. 6
{
  "formula": "H34KO21P",
  "method": "the ωB97M-V functional and the def2-TZVPD basis",
  "elements": ["K", "P", "O", "O", "O", "O", "O", "H", "H", "O", "H", "H", "O", "H", "H", "O", "H", "H", "O", "H", "H", "O", "H", "H", "O", "H", "H", "O", "H", "H", "O", "H", "H", "O", "H", "H", "O", "H", "H", "O", "H", "H", "O", "H", "H", "O", "H", "H", "O", "H", "H", "O", "H", "H", "O", "H", "H"],
  "positions_angstrom": [[0.832, 3.412, -2.006], [0.100, 0.417, -0.267], [-0.632, 1.759, 0.001], [1.385, 0.740, -1.122], [-0.840, -0.548, -1.044], [0.566, -0.241, 1.065], [-0.224, -3.167, -0.506], [0.056, -3.072, 0.421], [-0.305, -2.233, -0.811], [-3.055, 1.325, 1.071], [-3.060, 1.758, 1.930], [-2.136, 1.479, 0.714], [-1.489, -0.983, 2.591], [-0.694, -0.671, 2.082], [-2.220, -0.463, 2.237], [2.778, 1.662, -3.250], [2.374, 1.283, -4.037], [2.330, 1.209, -2.507], [-1.571, -2.934, -3.239], [-0.984, -3.069, -2.479], [-2.129, -2.192, -2.984], [-0.835, 4.128, 1.094], [-1.776, 4.310, 1.149], [-0.773, 3.168, 0.898], [-3.523, -0.669, -1.038], [-2.542, -0.655, -1.169], [-3.707, 0.126, -0.525], [1.028, 0.306, 5.122], [1.012, 0.684, 4.223], [1.892, 0.559, 5.456], [3.537, -0.811, -0.437], [3.640, -0.770, 0.521], [2.755, -0.236, -0.629], [0.602, 2.081, 2.796], [1.077, 2.525, 2.077], [0.333, 1.236, 2.402], [2.798, -0.185, 2.493], [1.982, -0.248, 1.915], [2.717, -0.910, 3.119], [2.637, 2.150, 0.671], [2.729, 1.589, 1.451], [2.098, 1.618, 0.030], [1.376, -1.155, -3.067], [1.671, -1.993, -2.696], [1.242, -0.576, -2.287], [1.395, -3.139, 1.740], [1.237, -2.182, 1.660], [0.819, -3.423, 2.460], [-1.116, 0.196, -3.520], [-1.089, -0.075, -2.568], [-0.618, -0.494, -3.972], [-3.030, -3.338, 0.024], [-3.319, -2.467, -0.288], [-2.058, -3.343, -0.103], [-1.877, 2.543, -2.379], [-1.629, 2.193, -1.500], [-1.772, 1.785, -2.982]],
  "mulliken_charge": [1.1056, -2.2393, -0.2925, -0.1853, 1.7386, 0.5597, -1.0014, 0.3354, -0.0971, -0.7244, 0.3119, 0.2679, -0.7001, -0.0254, 0.3870, -0.7337, 0.3171, 0.2346, -0.6902, 0.3303, 0.3216, -0.7319, 0.2914, 0.4633, -0.8392, 0.1960, 0.3697, -0.6595, 0.3724, 0.2617, -0.7215, 0.4248, 0.4279, -0.8005, 0.4425, 0.4691, -0.7950, 0.0640, 0.3341, -0.7462, 0.3649, 0.2756, -0.7525, 0.3150, 0.2163, -0.7833, 0.3180, 0.3289, -0.8609, 0.0558, 0.3840, -0.7467, 0.3902, 0.4344, -0.7917, 0.3183, 0.4902],
  "homo_lumo_gap_ev": 7.667,
  "energy_ev": -69175.5322,
  "total_charge": -2,
  "lumo_ev": 3.336
}

No. 7
{
  "formula": "C24H22ClNOPPbS",
  "method": "the ωB97M-V functional and the def2-TZVPD basis",
  "elements": ["Pb", "Cl", "C", "O", "P", "C", "C", "C", "C", "C", "C", "C", "C", "H", "H", "H", "H", "H", "C", "C", "C", "C", "C", "H", "H", "H", "H", "H", "C", "C", "C", "C", "C", "H", "H", "H", "H", "H", "H", "H", "S", "C", "N", "C", "C", "C", "C", "H", "H", "H", "H", "H"],
  "positions_angstrom": [[-0.253, 0.534, 0.704], [1.124, 2.191, 1.909], [0.095, 1.650, -1.878], [0.215, 2.474, -2.675], [2.242, -1.067, -0.474], [2.099, -2.533, -1.678], [3.434, 0.096, -1.307], [3.146, -1.671, 1.028], [4.254, 0.895, -0.496], [5.109, 1.795, -1.096], [5.066, 1.951, -2.475], [4.167, 1.248, -3.269], [3.310, 0.329, -2.689], [4.217, 0.767, 0.584], [5.849, 2.264, -0.465], [5.828, 2.553, -2.936], [4.175, 1.343, -4.344], [2.567, -0.233, -3.261], [0.936, -2.642, -2.473], [0.821, -3.740, -3.307], [1.852, -4.673, -3.348], [2.992, -4.591, -2.554], [3.104, -3.511, -1.696], [0.176, -1.855, -2.446], [-0.053, -3.783, -3.943], [1.766, -5.490, -4.032], [3.809, -5.305, -2.581], [3.963, -3.444, -1.030], [4.512, -1.982, 0.920], [5.178, -2.442, 2.042], [4.484, -2.534, 3.245], [3.151, -2.162, 3.371], [2.455, -1.729, 2.260], [5.044, -1.881, -0.027], [6.205, -2.769, 1.927], [4.984, -2.921, 4.111], [2.613, -2.205, 4.306], [1.415, -1.399, 2.328], [-1.016, -2.091, -0.273], [-0.743, -1.828, 0.399], [-3.109, 0.743, 1.129], [-2.885, 2.258, 0.359], [-2.331, 3.287, 1.081], [-2.582, 4.588, 0.749], [-3.226, 4.906, -0.413], [-3.500, 3.855, -1.287], [-3.279, 2.530, -0.952], [-1.899, 3.072, 2.016], [-2.195, 5.276, 1.479], [-3.388, 5.937, -0.671], [-3.980, 4.046, -2.225], [-3.598, 1.632, -1.511]],
  "mulliken_charge": [1.1078, -0.3844, 0.1835, -0.1314, 0.5282, 0.5116, 0.6208, 0.9783, -0.4559, -0.7018, -0.3603, -0.7241, -0.3405, 0.4972, 0.4612, 0.4623, 0.4995, 0.5132, -0.0951, -0.8260, -0.5069, -0.7204, -0.3102, 0.4209, 0.4242, 0.4302, 0.4628, 0.2901, -0.0360, -0.9399, -0.5502, -0.7438, -0.3385, 0.4435, 0.4520, 0.4470, 0.4519, 0.0105, 0.3600, -0.2570, 0.0130, -0.0803, 0.0509, -0.2283, -0.6395, -0.2351, -0.2807, 0.3810, 0.4618, 0.4632, 0.5024, 0.4575],
  "homo_lumo_gap_ev": [4.326, 4.148],
  "energy_ev": -66646.6314,
  "total_charge": 3,
  "lumo_ev": [-12.637, -12.858]
}

No. 8
{
  "formula": "C4H10OSi",
  "method": "the ωB97M-V functional and the def2-TZVPD basis",
  "elements": ["C", "C", "C", "C", "O", "Si", "H", "H", "H", "H", "H", "H", "H", "H", "H", "H"],
  "positions_angstrom": [[-1.568, -1.608, 0.038], [1.986, -1.739, 0.049], [-2.266, 0.982, 1.197], [-0.501, 0.943, -1.382], [-1.711, -2.772, -0.113], [-1.990, 0.086, -0.471], [2.774, -1.644, -0.747], [1.100, -1.599, -0.461], [2.242, -0.801, 0.436], [2.188, -2.444, 0.815], [-1.234, 1.062, 1.778], [-2.509, 2.044, 1.011], [-3.007, 0.302, 1.836], [0.342, 1.039, -0.787], [-0.264, 0.488, -2.233], [-0.690, 2.094, -1.682]],
  "mulliken_charge": [0.4699, -1.0841, -0.8515, -1.0933, -0.3416, 0.0133, 0.3227, 0.1136, 0.3151, 0.3022, 0.2596, 0.2958, 0.2435, 0.3420, 0.4246, 0.2682],
  "homo_lumo_gap_ev": [7.587, 7.588],
  "energy_ev": -14232.2107,
  "lumo_ev": [-0.070, -0.069],
  "smiles": "C[Si](C)=C=O.C"
}

> Which formula does entry 1 have?

C27H28BrCrN3O2P2